{
  "formula": "C7H28O7",
  "method": "ωB97M-V/def2-TZVPD",
  "lumo_ha": 0.0087,
  "homo_ha": -0.3747,
  "smiles": "CO.CO.CO.CO.CO.CO.CO",
  "homo_lumo_gap_ha": 0.38340,
  "multiplicity": 1,
  "symbols": ["C", "O", "H", "H", "H", "H", "C", "O", "H", "H", "H", "H", "C", "O", "H", "H", "H", "H", "C", "O", "H", "H", "H", "H", "C", "O", "H", "H", "H", "H", "C", "O", "H", "H", "H", "H", "C", "O", "H", "H", "H", "H"],
  "positions_angstrom": [[-21.80, -24.50, -17.78], [-21.14, -23.27, -17.86], [-21.53, -24.92, -16.82], [-22.88, -24.34, -17.83], [-21.67, -25.16, -18.64], [-20.20, -23.41, -17.69], [-19.98, -19.19, -13.13], [-18.86, -19.98, -13.46], [-19.87, -18.10, -13.10], [-20.68, -19.44, -13.92], [-20.38, -19.49, -12.16], [-19.07, -20.50, -14.24], [-16.38, -24.94, -18.72], [-16.74, -24.05, -17.69], [-16.11, -25.80, -18.12], [-17.19, -25.20, -19.41], [-15.58, -24.56, -19.35], [-16.07, -24.12, -17.01], [-18.41, -13.23, -10.63], [-17.22, -12.74, -10.07], [-18.52, -12.90, -11.66], [-18.43, -14.32, -10.67], [-19.20, -12.65, -10.16], [-16.48, -13.25, -10.43], [-17.14, -25.45, -11.17], [-18.21, -26.34, -10.79], [-17.31, -24.95, -12.12], [-16.91, -24.68, -10.43], [-16.22, -26.03, -11.22], [-18.60, -26.01, -9.98], [-24.89, -18.54, -8.53], [-25.31, -19.41, -7.52], [-24.09, -18.88, -9.19], [-25.76, -18.38, -9.16], [-24.59, -17.59, -8.10], [-25.63, -20.22, -7.91], [-25.20, -19.33, -17.28], [-23.87, -19.07, -17.62], [-25.64, -18.58, -16.63], [-25.73, -19.56, -18.21], [-25.17, -20.29, -16.76], [-23.37, -19.87, -17.78]]
}